The molecule C4H7Cl at a distorted geometry, computed with the ωB97M-V functional and the def2-TZVPD basis.

Each line ends with the Löwdin charge.
Cartesian coordinates (Å):
1 Cl 2.0548 -0.6219 0.1168  0.615
2 C 1.1524 0.9106 -0.1242  -0.481
3 C -0.2210 0.4185 -0.0718  -0.557
4 C -0.6084 -0.8437 -0.6945  -0.146
5 C -0.8491 -0.4750 0.7730  -0.172
6 H 1.6743 1.4707 -0.9441  0.099
7 H 1.0187 1.6159 0.6788  0.083
8 H -0.9340 1.3200 -0.0304  0.171
9 H -1.5415 -0.8238 -1.1595  0.066
10 H 0.2266 -1.7703 -0.7877  0.134
11 H -0.0951 -0.9834 1.3232  0.074
12 H -1.8778 -0.2175 0.9204  0.113

## Properties
HOMO energy ... -10.0 eV
Relative energy (zero: lowest compared OMol25 entry of this formula, charge and spin) ... 264.4 kJ/mol
Gap between HOMO and LUMO ... 10.998 eV
Spin multiplicity ... 1
LUMO energy ... 0.037 Eh



A structure of composition C4H7Cl at a distorted geometry, computed with the ωB97M-V functional and the def2-TZVPD basis.

Each line ends with the Löwdin charge.
Cartesian coordinates (Å):
1 C -0.3026 -1.3369 -0.9336  -0.591
2 C 0.0083 0.0558 -0.4310  -0.405
3 C -0.6706 0.6617 0.8015  -0.168
4 C 0.8394 0.8582 0.5575  -0.221
5 H -1.3992 -1.3268 -0.7277  0.082
6 H -0.1753 -1.3297 -2.2024  0.146
7 H 0.0674 0.9498 -1.4277  0.203
8 H -1.0805 1.6005 1.2405  0.099
9 H -0.7807 -0.1305 1.7164  0.141
10 H 1.9352 0.7293 1.1672  0.166
11 H 0.8449 1.8945 0.3991  0.044
12 Cl 0.7136 -2.6259 -0.1598  0.504

## Properties
HOMO energy ... -9.7 eV
Relative energy (zero: lowest compared OMol25 entry of this formula, charge and spin) ... 387.3 kJ/mol
Gap between HOMO and LUMO ... 10.571 eV
Spin multiplicity ... 1
LUMO energy ... 0.033 Eh



A cluster of 2 separate species, C4H7Cl3Si in total at a distorted geometry, computed with the ωB97M-V functional and the def2-TZVPD basis.

Each line ends with the Löwdin charge.
Cartesian coordinates (Å):
1 C -0.9102 0.7350 2.0351  -0.101
2 C 0.1002 -0.0475 1.7583  -0.373
3 Si 1.5582 0.4683 0.5724  0.269
4 Cl 2.6633 -1.2231 -0.0267  0.168
5 H -1.5985 0.4581 2.8139  0.052
6 H -1.1875 1.4914 1.2146  0.070
7 H 0.3912 -0.8796 2.3342  0.024
8 H 2.5834 1.3246 1.4675  -0.029
9 H 0.9266 1.1760 -0.4692  -0.083
10 C -0.2605 -0.2075 -2.4321  -0.139
11 C -1.0265 -0.7877 -1.5168  -1.265
12 Cl -0.7205 -2.2443 -0.7627  0.685
13 Cl -2.5512 0.0219 -1.1862  0.597
14 H 0.6506 -0.7974 -2.7047  0.082
15 H -0.6187 0.5118 -3.0976  0.043

## Properties
HOMO energy ... -9.6 eV
Relative energy (zero: lowest compared OMol25 entry of this formula, charge and spin) ... 411.1 kJ/mol
Gap between HOMO and LUMO ... 10.299 eV
Spin multiplicity ... 1
LUMO energy ... 0.024 Eh



A structure of composition C4H7Cl4CrO3 at a distorted geometry, computed with the ωB97M-V functional and the def2-TZVPD basis.

Each line ends with the Löwdin charge.
Cartesian coordinates (Å):
1 Cr -0.1469 3.3938 2.2020  1.096
2 Cl -0.7296 0.9262 2.2011  -0.009
3 C -0.5224 -1.3866 -1.0343  -0.005
4 O 0.3868 -0.4721 -1.7176  -0.022
5 C 0.9277 -0.7069 -2.8967  -0.561
6 O 0.6117 -1.6819 -3.6104  0.089
7 O 1.8663 0.2224 -3.1797  -0.014
8 C 2.5782 0.1407 -4.3758  -0.062
9 H -0.8595 -0.8859 -0.1267  0.040
10 H -0.1251 -2.3672 -0.7723  0.103
11 H -1.3686 -1.4717 -1.7160  0.099
12 H 3.4429 -0.5189 -4.3031  0.103
13 H 3.0088 1.1080 -4.6349  0.093
14 H 1.8717 -0.0991 -5.1704  0.102
15 C -2.1802 0.7914 5.7457  -1.583
16 Cl -2.0444 1.9937 7.0791  0.502
17 Cl -3.8032 0.4871 5.2009  0.566
18 Cl -1.3304 -0.7093 6.1598  0.532
19 H -1.5837 1.2362 4.9492  -0.069

## Properties
HOMO energy (spin up / spin down) ... -12.6 / -12.6 eV
Relative energy (zero: lowest compared OMol25 entry of this formula, charge and spin) ... 335.8 kJ/mol
Gap between HOMO and LUMO (spin up / spin down) ... 3.396 / 4.945 eV
Spin multiplicity ... 5
Net charge ... +1
LUMO energy (spin up / spin down) ... -0.337 / -0.280 Eh



A cluster of 2 separate species, C4H7Cl4N2 in total at a distorted geometry, computed with the ωB97M-V functional and the def2-TZVPD basis.

Each line ends with the Löwdin charge.
Cartesian coordinates (Å):
1 C 0.5101 -0.1144 0.1011  -0.243
2 C -1.8551 -0.9419 -0.0226  0.026
3 C 3.3830 0.3533 0.0511  -1.043
4 C 1.0304 2.1569 0.0594  -1.009
5 N 1.3311 0.8270 0.2075  -0.151
6 N -0.7629 0.0950 -0.1418  0.002
7 Cl 3.5664 0.1854 -1.6110  0.766
8 Cl 3.4945 -0.9512 1.0181  0.836
9 Cl -0.1513 2.8582 1.3278  0.543
10 Cl 0.2442 2.4770 -1.5422  0.624
11 H 0.9865 -1.1132 0.1212  0.146
12 H -1.6322 -1.7323 -0.6646  0.078
13 H -2.6897 -0.3491 -0.3501  0.094
14 H -2.0656 -1.0989 0.9977  0.084
15 H 3.4838 1.4140 0.4543  0.088
16 H 1.9336 2.9004 0.2524  0.112
17 H -1.1646 0.9140 -0.5196  0.048

## Properties
HOMO energy ... -14.1 eV
Gap between HOMO and LUMO ... 8.825 eV
Spin multiplicity ... 1
Net charge ... +1
LUMO energy ... -0.195 Eh



A structure of composition C4H7ClFN at a distorted geometry, computed with the ωB97M-V functional and the def2-TZVPD basis.

Each line ends with the Löwdin charge.
Cartesian coordinates (Å):
1 C -0.0864 0.0479 -0.7158  -0.641
2 C 1.6948 0.0399 1.4619  -0.039
3 C -2.2676 -0.6522 -0.9939  -0.161
4 C 1.1667 1.0045 0.3599  -0.291
5 N -1.2531 0.0607 -0.3168  -0.051
6 F 0.4843 2.0334 0.8800  0.007
7 Cl 0.6440 -0.8777 -2.0051  0.629
8 H 2.7350 0.2423 1.6448  0.065
9 H 1.0327 0.2888 2.3417  0.103
10 H 1.5139 -0.9538 1.1367  0.050
11 H -1.9554 -1.2783 -1.7878  0.021
12 H -2.9591 0.1721 -1.3651  0.113
13 H -2.6713 -1.4009 -0.2796  0.094
14 H 1.9216 1.2734 -0.3609  0.100

## Properties
HOMO energy ... -9.6 eV
Relative energy (zero: lowest compared OMol25 entry of this formula, charge and spin) ... 110.1 kJ/mol
Gap between HOMO and LUMO ... 10.393 eV
Spin multiplicity ... 1
LUMO energy ... 0.029 Eh



Which formula does entry 4 have? C4H7Cl4CrO3



Which formula does entry 3 have? C4H7Cl3Si